DFT (the ωB97M-V functional and the def2-TZVPD basis) results for 2 unconnected molecules or ions with the total composition C23H36N3.

Results
**Total charge**: +1
**Kohn-Sham gap**: 6.5 eV
**Energy above the lowest of the compared OMol25 structures with the same formula, charge and spin**: 0.17 kcal/mol
**Maximum force**: 1.69 eV/A
**Multiplicity**: 1
**Molecular weight**: 354.56 g/mol
**Highest occupied orbital energy**: -10.8 eV

Atoms and positions in Å:
C1 -4.133 -2.121 -2.693
C2 -3.986 -0.607 -2.843
C3 -3.024 0.018 -1.825
N1 -1.772 -0.729 -1.709
C4 -0.606 -0.091 -1.602
C5 0.638 -0.743 -1.548
C6 1.816 -0.148 -1.124
C7 3.118 -0.735 -1.307
C8 4.292 -0.056 -0.875
C9 5.542 -0.668 -0.946
C10 5.667 -1.969 -1.457
C11 4.536 -2.628 -1.956
C12 3.287 -2.013 -1.911
C13 -1.919 -2.167 -1.472
C14 -2.786 -2.825 -2.544
H1 -4.753 -2.345 -1.815
H2 -4.653 -2.523 -3.568
H3 -3.627 -0.376 -3.854
H4 -4.962 -0.124 -2.730
H5 -2.785 1.049 -2.120
H6 -3.516 0.050 -0.836
H7 -0.645 1.009 -1.594
H8 0.674 -1.790 -1.865
H9 1.775 0.856 -0.701
H10 4.192 0.968 -0.500
H11 6.428 -0.129 -0.602
H12 6.642 -2.455 -1.491
H13 4.626 -3.625 -2.392
H14 2.420 -2.515 -2.344
H15 -0.945 -2.661 -1.429
H16 -2.405 -2.310 -0.492
H17 -2.926 -3.879 -2.280
H18 -2.247 -2.802 -3.500
C15 -3.129 2.683 2.602
C16 -3.070 3.206 1.148
C17 -1.621 3.008 0.685
N2 -1.011 2.114 1.646
C18 0.422 2.196 1.709
C19 0.995 0.954 2.369
C20 2.503 0.933 2.663
C21 2.808 -0.584 2.714
C22 1.633 -1.281 2.000
N3 0.806 -0.184 1.519
C23 -1.713 2.164 2.924
H19 -3.409 3.480 3.299
H20 -3.852 1.866 2.694
H21 -3.749 2.644 0.503
H22 -3.338 4.264 1.093
H23 -1.549 2.576 -0.325
H24 -1.091 3.980 0.656
H25 0.820 2.268 0.681
H26 0.771 3.075 2.294
H27 0.476 0.829 3.342
H28 3.058 1.410 1.842
H29 2.744 1.451 3.598
H30 3.771 -0.819 2.249
H31 2.835 -0.920 3.757
H32 1.967 -1.919 1.172
H33 1.079 -1.918 2.715
H34 -0.167 -0.408 1.336
H35 -1.215 2.849 3.642
H36 -1.735 1.171 3.400

natural (NBO) population analysis, charges in e, atoms 1 to 5: -0.41 -0.41 -0.22 -0.30 0.24